[1]
127
Properties=species:S:1:pos:R:3:forces:R:3:lowdin_charge:R:1 method="wB97M-V/def2-TZVPD" total_charge=-1 gap_ev=5.038 e_lumo_ha=0.058
C 0.777 -1.646 4.435 -0.293 0.525 -0.547 -0.01
C -0.182 -1.937 3.394 0.335 0.268 0.868 -0.17
C -1.550 -1.193 3.421 1.321 -1.585 1.179 -0.20
N -2.767 -2.008 3.139 -1.114 -1.027 -0.605 -0.21
C -3.999 -1.214 2.928 -2.109 -0.269 0.566 -0.50
C -5.305 -1.997 3.461 -2.059 -0.145 -1.410 -0.17
C -6.425 -0.962 3.883 0.044 -1.289 1.389 -0.18
C -6.888 -1.010 5.187 -0.034 0.428 -0.633 -0.04
P -4.383 -0.730 1.142 0.909 2.198 -0.378 0.42
S -3.047 0.466 0.316 -0.101 -0.359 -0.257 0.06
C -4.031 0.165 3.752 0.914 1.873 4.246 -0.73
O -4.262 1.255 3.217 -0.443 -1.041 -1.759 -0.06
O -3.855 0.111 5.039 0.058 -1.790 -2.700 -0.10
P -2.538 -3.300 2.048 1.010 -0.953 -2.548 0.30
O -3.989 -3.975 1.545 1.145 0.720 1.551 -0.27
O -1.710 -4.594 2.741 -2.287 1.910 0.568 -0.23
S -1.606 -2.847 0.388 -0.155 -0.237 0.589 0.30
H 1.488 -0.768 4.306 0.704 -2.606 -0.502 0.04
H 0.809 -2.204 5.403 -1.452 1.936 0.134 0.05
H 0.154 -2.654 2.611 -0.060 2.184 -0.793 0.05
H -1.581 -0.698 4.435 -0.581 -0.558 -0.960 0.13
H -1.480 -0.382 2.647 0.220 -0.669 0.459 0.11
H -5.774 -2.601 2.626 0.976 0.253 0.627 0.09
H -5.047 -2.692 4.292 -0.125 0.804 -0.478 0.12
H -6.854 -0.250 3.133 1.646 0.247 1.011 0.10
H -6.826 -0.110 5.855 -1.510 -0.467 -1.072 0.06
H -7.278 -1.961 5.639 1.922 0.531 0.044 0.05
H -5.579 0.063 1.209 0.187 -0.999 0.299 -0.01
H -4.690 -1.820 0.287 -0.142 0.015 0.673 -0.05
H -3.952 -4.021 0.565 0.157 0.207 0.436 0.02
H -2.269 -4.824 3.515 0.656 -0.210 -0.189 0.07
C 4.388 0.142 4.268 0.027 0.192 -0.240 -0.36
O 3.484 -0.060 5.061 0.151 0.159 0.120 -0.02
N 4.424 1.140 3.364 0.186 -0.358 0.060 -0.17
C 5.536 1.312 2.455 -0.284 0.150 0.140 -0.07
C 3.308 2.074 3.301 0.079 -0.673 0.186 -0.03
H 5.279 -0.507 4.231 0.033 0.020 -0.125 0.12
H 5.983 2.297 2.619 0.105 -0.028 -0.079 0.09
H 5.170 1.244 1.428 0.130 -0.046 -0.011 0.08
H 6.293 0.547 2.613 -0.104 0.015 -0.014 0.06
H 3.198 2.562 4.261 -0.089 -0.111 -0.141 0.06
H 2.391 1.523 3.082 -0.045 0.161 -0.029 0.10
H 3.479 2.821 2.528 0.079 -0.078 0.056 0.09
C 1.001 0.082 -2.803 -0.131 -0.122 -0.041 -0.35
O 1.689 0.048 -1.801 0.086 -0.126 -0.105 0.01
N 0.379 -0.982 -3.361 0.090 0.351 -0.092 -0.18
C -0.423 -0.862 -4.560 -0.322 -0.418 0.535 -0.09
C 0.518 -2.286 -2.739 0.160 0.244 0.274 -0.05
H 0.828 1.021 -3.355 -0.082 -0.036 -0.075 0.13
H -1.445 -1.183 -4.338 -0.017 -0.033 -0.079 0.09
H -0.001 -1.502 -5.339 -0.116 0.126 -0.127 0.08
H -0.441 0.161 -4.914 0.010 -0.102 0.154 0.05
H 0.138 -2.240 -1.717 0.072 -0.161 -0.038 0.03
H 1.576 -2.558 -2.707 -0.058 -0.110 0.076 0.09
H -0.036 -3.036 -3.303 -0.019 0.121 -0.019 0.08
C 8.452 1.769 6.226 -0.053 -0.154 0.060 -0.36
O 7.882 2.127 5.215 -0.007 -0.113 0.030 0.01
N 8.310 0.559 6.818 0.238 0.355 0.036 -0.20
C 9.025 0.204 8.025 -0.220 -0.121 -0.204 -0.07
C 7.409 -0.414 6.222 -0.057 0.269 -0.193 -0.04
H 9.158 2.429 6.759 0.034 -0.041 0.080 0.13
H 9.649 -0.672 7.830 0.045 0.013 0.178 0.09
H 8.307 -0.032 8.814 0.149 -0.035 0.098 0.09
H 9.660 1.026 8.356 -0.057 0.001 -0.076 0.08
H 7.738 -0.629 5.203 -0.134 -0.079 0.013 0.09
H 6.403 0.006 6.182 -0.009 -0.162 -0.037 0.08
H 7.400 -1.332 6.807 0.055 0.100 0.028 0.09
C 3.375 5.145 4.948 -0.025 0.059 0.026 -0.33
O 2.529 4.467 4.406 -0.294 0.874 0.281 0.01
N 3.134 6.288 5.638 0.308 -0.149 -0.073 -0.20
C 4.196 7.049 6.262 -0.342 -0.008 -0.040 -0.07
C 1.766 6.760 5.753 -0.029 -0.270 -0.156 -0.04
H 4.445 4.873 4.920 0.057 0.038 0.051 0.14
H 4.012 7.110 7.338 0.162 0.103 0.008 0.09
H 4.213 8.057 5.840 0.145 0.037 0.119 0.09
H 5.163 6.576 6.093 -0.089 -0.039 -0.032 0.08
H 1.161 5.996 6.244 -0.106 0.108 -0.062 0.10
H 1.360 6.937 4.755 -0.127 0.006 0.099 0.09
H 1.731 7.683 6.332 0.106 -0.056 -0.020 0.08
C 8.043 -0.692 0.048 -0.026 0.054 -0.070 -0.34
O 7.142 -0.885 0.839 0.104 0.101 -0.149 0.02
N 8.080 0.308 -0.866 0.235 -0.302 0.129 -0.20
C 9.191 0.475 -1.779 -0.299 0.137 0.078 -0.07
C 6.969 1.242 -0.932 -0.116 -0.202 0.200 -0.03
H 8.933 -1.342 0.013 0.062 0.032 -0.074 0.13
H 9.642 1.458 -1.621 0.117 -0.047 -0.138 0.09
H 8.827 0.404 -2.807 0.177 0.030 -0.049 0.09
H 9.947 -0.293 -1.615 -0.083 0.009 0.048 0.08
H 6.860 1.741 0.032 -0.089 0.064 -0.104 0.08
H 6.049 0.694 -1.145 -0.052 0.154 0.032 0.10
H 7.142 1.984 -1.711 0.075 -0.092 0.020 0.09
C -5.887 -3.235 -2.567 -0.093 0.179 0.037 -0.34
O -5.342 -3.539 -1.521 -0.131 0.051 0.043 0.00
N -6.808 -2.256 -2.711 0.167 -0.371 -0.164 -0.19
C -7.418 -1.950 -3.991 0.085 0.048 0.434 -0.08
C -7.197 -1.490 -1.541 0.257 -0.195 0.153 -0.04
H -5.660 -3.757 -3.511 -0.033 0.039 -0.054 0.13
H -7.200 -0.913 -4.251 -0.093 -0.076 -0.196 0.09
H -8.500 -2.086 -3.913 -0.017 0.057 -0.166 0.09
H -7.032 -2.600 -4.772 0.033 0.069 0.090 0.06
H -6.313 -1.001 -1.128 -0.149 0.085 0.084 0.06
H -7.606 -2.169 -0.789 0.011 0.149 0.097 0.10
H -7.943 -0.741 -1.803 0.062 -0.071 -0.098 0.09
C -8.119 -1.578 -7.901 -0.053 -0.049 -0.081 -0.33
O -7.434 -1.607 -6.898 -0.088 -0.146 -0.196 0.01
N -8.701 -2.657 -8.477 0.034 0.361 -0.046 -0.20
C -9.507 -2.550 -9.676 0.091 -0.237 0.197 -0.06
C -8.510 -3.963 -7.871 0.161 0.191 0.185 -0.04
H -8.325 -0.637 -8.437 -0.048 -0.023 -0.060 0.13
H -10.517 -2.911 -9.464 -0.031 0.043 -0.177 0.09
H -9.062 -3.162 -10.465 -0.141 0.061 -0.101 0.09
H -9.562 -1.517 -10.015 0.049 -0.035 0.082 0.08
H -8.889 -3.944 -6.847 0.063 -0.141 -0.017 0.09
H -7.443 -4.194 -7.842 -0.069 -0.115 0.077 0.10
H -9.034 -4.727 -8.442 0.000 0.114 -0.024 0.09
C 1.101 1.558 -7.078 0.038 0.057 -0.067 -0.32
O 1.055 0.609 -6.322 0.226 0.265 -0.598 0.00
N 0.314 1.722 -8.170 0.267 0.160 0.159 -0.20
C 0.421 2.881 -9.031 -0.191 -0.271 0.021 -0.06
C -0.667 0.699 -8.484 0.139 -0.100 0.273 -0.04
H 1.811 2.388 -6.927 -0.030 0.062 -0.057 0.14
H -0.536 3.408 -9.046 0.090 0.120 -0.113 0.09
H 0.671 2.556 -10.044 -0.002 0.180 -0.042 0.09
H 1.195 3.560 -8.674 -0.029 -0.086 0.046 0.08
H -1.359 0.592 -7.646 -0.044 -0.115 -0.106 0.09
H -0.158 -0.255 -8.638 -0.148 -0.034 -0.002 0.09
H -1.221 0.967 -9.383 0.081 0.070 0.050 0.08

=====

[2]
28
Properties=species:S:1:pos:R:3:forces:R:3:mulliken_spin:R:1 method="wB97M-V/def2-TZVPD" spin_multiplicity=3 s_squared=2.051 total_charge=0 gap_ev="4.197 / 5.765" e_lumo_ha="0.018 / -0.096"
C 3.525 -1.319 -0.452 -0.634 -0.472 1.083 0.21
C 3.242 -0.011 -0.881 -1.011 -2.065 0.903 -0.10
C 2.575 -2.146 0.125 -2.931 1.100 0.215 -0.10
C 1.928 0.394 -0.852 -0.349 2.653 -2.309 0.12
C 1.216 -1.683 0.126 2.637 -1.452 -0.437 0.19
C 0.872 -0.480 -0.461 -2.563 0.958 0.024 0.06
C -2.021 2.910 0.825 -1.132 0.326 1.608 0.38
C -0.974 2.372 0.228 2.818 -2.244 -0.128 -0.06
C -0.820 1.595 -0.989 -1.218 3.492 -0.992 0.56
N -1.995 -0.572 1.508 -0.454 0.222 1.255 0.01
N -1.944 -2.448 -0.453 -0.580 1.369 0.870 0.01
N -0.484 -0.105 -0.595 2.734 -2.434 0.911 0.70
O -3.162 -0.242 -0.758 1.016 -0.451 0.685 0.01
P -1.973 -0.829 -0.083 -0.057 -0.332 -1.422 0.03
H 4.510 -1.690 -0.455 1.223 -0.167 -0.252 0.02
H 4.144 0.452 -1.163 0.248 1.578 -0.698 0.00
H 2.718 -3.110 0.599 0.566 0.062 -0.353 0.00
H 1.620 1.386 -1.358 0.750 -1.736 1.249 0.01
H 0.446 -2.366 0.346 -0.646 -0.655 0.755 0.04
H -1.850 3.297 1.822 -0.211 0.019 0.115 -0.02
H -3.041 2.796 0.535 -0.509 0.327 -0.692 0.01
H -0.124 2.110 0.933 -0.248 1.366 -0.820 0.01
H -0.092 2.023 -1.700 -0.155 -0.815 0.444 -0.06
H -1.750 1.314 -1.466 -0.144 0.710 -0.412 -0.02
H -2.907 -0.614 1.915 -0.772 0.286 -0.179 0.00
H -1.372 -0.784 2.256 1.100 -0.210 -0.269 0.00
H -2.691 -2.686 -1.038 -1.230 -0.435 -0.991 0.00
H -1.173 -3.015 -0.582 1.752 -1.002 -0.161 0.00

=====

[3]
16
Properties=species:S:1:pos:R:3:forces:R:3:mulliken_spin:R:1 method="wB97M-V/def2-TZVPD" spin_multiplicity=4 s_squared=3.775 total_charge=+1 gap_ev="7.136 / 7.764" e_lumo_ha="-0.192 / -0.241"
C 1.999 0.082 -1.128 1.191 -2.580 0.213 0.41
O 2.100 0.495 0.083 14.582 -2.608 -11.182 0.19
H 0.225 0.627 -1.571 -2.882 0.889 1.285 -0.02
H 2.857 0.266 -1.795 -0.760 0.721 0.080 0.02
H 1.571 -0.938 -1.182 -0.276 0.662 -0.519 0.04
O -0.311 1.759 0.216 -4.067 4.866 -1.855 0.27
C -0.896 1.038 -0.741 1.025 -1.797 -1.783 0.03
C -1.465 -0.229 -0.108 -0.689 -0.101 -1.431 0.02
O -0.358 -0.923 0.466 0.007 -1.116 -0.911 0.24
C -0.248 -1.099 1.795 -0.275 0.151 1.360 0.69
Pd 0.901 0.819 1.041 -8.816 1.160 14.495 1.07
H -1.703 1.563 -1.284 0.819 0.058 -0.143 0.01
H -1.867 -0.882 -0.895 -0.021 0.070 0.367 0.00
H -2.246 -0.004 0.634 0.340 0.007 -0.079 0.01
H 0.537 -1.806 2.066 -0.539 0.129 0.122 0.01
H -1.096 -0.767 2.402 0.361 -0.511 -0.019 0.01

=====

[4]
9
Properties=species:S:1:pos:R:3:forces:R:3:lowdin_charge:R:1 method="wB97M-V/def2-TZVPD" total_charge=0 gap_ev=9.666 e_lumo_ha=0.014
C 1.895 0.350 -0.273 -0.766 -0.850 -0.339 -0.02
C 1.550 -0.773 -0.546 0.338 0.132 0.354 -0.02
O -0.842 1.687 -0.570 -0.207 1.447 -1.655 -0.63
S -1.924 -0.924 -0.174 0.843 -0.830 -2.207 0.46
S -1.210 0.842 0.549 -0.100 0.663 1.604 0.48
H 1.872 1.386 -0.043 0.506 0.231 -0.101 0.04
H -2.575 -1.197 0.887 -1.183 -0.339 1.709 -0.23
H 1.214 -1.786 -0.674 0.317 0.375 -0.134 0.03
H 0.020 0.415 0.844 0.253 -0.830 0.771 -0.11